Here is 8 unconnected molecules or ions with the total composition C26H72N4O11 from OMol25. Energies are from ωB97M-V/def2-TZVPD.

```
113
C26H72N4O11, DFT ωB97M-V/def2-TZVPD
C -4.12273 2.69358 3.01063
O -3.23725 3.54341 3.65134
C -2.77896 4.62269 2.85548
C -1.42554 5.08131 3.37908
C -0.83882 6.13713 2.46287
N -0.47272 3.94897 3.39156
H -4.26962 1.73496 3.51817
H -3.93224 2.46252 1.95672
H -5.16081 3.07590 3.04210
H -2.69302 4.36589 1.79717
H -3.50398 5.43481 2.98859
H -1.43160 5.40702 4.41889
H -0.56479 5.74405 1.48282
H 0.01392 6.68776 2.85661
H -1.61354 6.90030 2.31277
H 0.11932 3.94647 2.56987
H -0.83275 3.00674 3.45512
C -0.58800 -3.64689 1.21043
O -0.06426 -3.52069 -0.10884
C -1.05543 -3.15103 -1.04421
C -0.76194 -3.47400 -2.48950
N -0.90467 -4.85251 -2.90709
C 0.08254 -5.75202 -2.32059
C -0.16136 -7.15729 -2.85134
O 0.96127 -7.94041 -2.51278
C 0.82722 -9.34283 -2.71708
H 0.26275 -3.43630 1.85717
H -0.92649 -4.67097 1.39113
H -1.40455 -2.94569 1.38896
H -1.38719 -2.10486 -0.96016
H -1.96719 -3.67403 -0.70889
H 0.20378 -3.00387 -2.75412
H -1.42476 -2.78870 -3.03082
H -0.83585 -4.81306 -3.91918
H -0.11303 -5.71668 -1.24888
H 1.11892 -5.42959 -2.47571
H -0.26445 -7.17374 -3.94297
H -1.07762 -7.53672 -2.38908
H -0.14332 -9.71254 -2.38800
H 1.71174 -9.76468 -2.24707
H 0.96052 -9.51242 -3.79510
C 2.22792 6.01979 -2.24879
O 3.41783 5.39308 -2.64748
C 3.29292 3.97413 -2.71307
C 4.64010 3.34041 -2.57785
N 5.41863 3.59188 -3.78993
C 6.68141 2.87251 -3.92166
C 7.07220 2.77965 -5.35845
O 8.15426 1.85766 -5.43387
C 8.73382 1.73651 -6.72380
H 1.52743 6.02770 -3.09886
H 2.31981 7.07478 -2.00839
H 1.70512 5.45133 -1.47516
H 2.76916 3.72051 -3.64390
H 2.59393 3.66335 -1.92123
H 4.42646 2.26475 -2.60816
H 5.20255 3.54462 -1.66494
H 5.55834 4.57939 -3.95837
H 6.55134 1.86686 -3.50506
H 7.46315 3.24047 -3.24184
H 7.38033 3.73213 -5.80215
H 6.22986 2.38026 -5.93072
H 7.95611 1.41876 -7.42357
H 9.46944 0.94141 -6.62507
H 9.22382 2.66849 -7.01229
C -0.22910 2.67295 -0.37151
O 0.64941 2.36624 0.70198
C 1.11625 1.04019 0.67781
C 0.00034 -0.02735 0.72124
N -1.00563 0.11666 1.76518
C -0.44590 0.03449 3.10392
C -1.54617 -0.28494 4.09466
O -2.13129 -1.52957 3.70766
C -2.92383 -2.15863 4.66550
H 0.29502 2.86854 -1.30988
H -0.69842 3.61150 -0.07898
H -0.97334 1.88722 -0.47066
H 1.75466 0.89301 1.54970
H 1.75372 0.83322 -0.18887
H 0.48942 -0.99819 0.89099
H -0.43169 -0.10283 -0.27569
H -1.60214 -0.70365 1.69443
H -0.01666 0.98657 3.44030
H 0.42308 -0.63834 3.17499
H -2.35630 0.44308 4.02329
H -1.11615 -0.34025 5.09751
H -3.91189 -1.71584 4.87854
H -2.51968 -2.16837 5.68638
H -3.16095 -3.16429 4.32141
C 0.81884 -3.12089 5.70807
O 0.68133 -2.43602 6.95808
H 1.35618 -2.53524 4.96796
H 1.42353 -4.00809 5.92247
H -0.17461 -3.40621 5.35656
H 0.26848 -3.04583 7.57306
C -5.56270 -5.25334 2.63003
O -6.96924 -5.17706 2.73594
H -5.12940 -5.52057 3.59139
H -5.24517 -5.95912 1.85808
H -5.12475 -4.28736 2.35435
H -7.31847 -4.62298 2.03500
C -5.09589 -0.96569 1.74148
O -4.76628 -1.31674 0.42294
H -4.44616 -0.26203 2.28134
H -6.07077 -0.46885 1.87455
H -5.11602 -1.89454 2.31526
H -4.52731 -0.51187 -0.05005
C -0.83346 4.05406 -3.99840
O -1.98692 3.74881 -4.79278
H -1.08648 3.82110 -2.96412
H -0.04483 3.39195 -4.38919
H -0.35035 5.02167 -4.12456
H -2.43167 3.02099 -4.35892
```

Output
2S+1 ... 1
HOMO energy ... -8.8 eV
Net charge ... 0
Energy above the lowest of the compared OMol25 structures with the same formula, charge and spin ... 43.6 kJ/mol
F_max ... 2.22 eV/A

Atom charges from the Mulliken analysis, given in e for atoms 1 to 99: atom 1 (C): -0.81, atom 2 (O): -0.31, atom 3 (C): -0.49, atom 4 (C): 0.31, atom 5 (C): -1.29, atom 6 (N): -0.60, atom 7 (H): 0.17, atom 8 (H): 0.33, atom 9 (H): 0.41, atom 10 (H): 0.20, atom 11 (H): 0.35, atom 12 (H): 0.29, atom 13 (H): 0.22, atom 14 (H): 0.35, atom 15 (H): 0.38, atom 16 (H): 0.25, atom 17 (H): 0.26, atom 18 (C): -0.71, atom 19 (O): -0.39, atom 20 (C): -0.24, atom 21 (C): -1.07, atom 22 (N): -0.36, atom 23 (C): -0.31, atom 24 (C): -0.49, atom 25 (O): -0.29, atom 26 (C): -0.70, atom 27 (H): 0.29, atom 28 (H): 0.43, atom 29 (H): 0.22, atom 30 (H): 0.31, atom 31 (H): 0.40, atom 32 (H): 0.40, atom 33 (H): 0.47, atom 34 (H): 0.26, atom 35 (H): 0.09, atom 36 (H): 0.29, atom 37 (H): 0.33, atom 38 (H): 0.32, atom 39 (H): 0.30, atom 40 (H): 0.24, atom 41 (H): 0.28, atom 42 (C): -0.33, atom 43 (O): -0.37, atom 44 (C): 0.39, atom 45 (C): -0.83, atom 46 (N): -0.17, atom 47 (C): -0.81, atom 48 (C): -0.31, atom 49 (O): -0.30, atom 50 (C): -0.71, atom 51 (H): 0.11, atom 52 (H): 0.31, atom 53 (H): 0.08, atom 54 (H): 0.21, atom 55 (H): -0.29, atom 56 (H): 0.39, atom 57 (H): 0.31, atom 58 (H): 0.24, atom 59 (H): 0.33, atom 60 (H): 0.31, atom 61 (H): 0.31, atom 62 (H): 0.30, atom 63 (H): 0.29, atom 64 (H): 0.24, atom 65 (H): 0.29, atom 66 (C): -0.58, atom 67 (O): -0.32, atom 68 (C): -0.97, atom 69 (C): -0.87, atom 70 (N): 0.33, atom 71 (C): -0.71, atom 72 (C): -0.60, atom 73 (O): 0.04, atom 74 (C): -0.94, atom 75 (H): 0.05, atom 76 (H): 0.40, atom 77 (H): 0.31, atom 78 (H): 0.42, atom 79 (H): 0.38, atom 80 (H): 0.33, atom 81 (H): 0.62, atom 82 (H): 0.02, atom 83 (H): 0.32, atom 84 (H): 0.26, atom 85 (H): 0.03, atom 86 (H): 0.51, atom 87 (H): 0.28, atom 88 (H): 0.35, atom 89 (H): 0.26, atom 90 (C): -0.48, atom 91 (O): -0.53, atom 92 (H): 0.15, atom 93 (H): 0.41, atom 94 (H): 0.18, atom 95 (H): 0.30, atom 96 (C): -0.14, atom 97 (O): -0.52, atom 98 (H): 0.23, atom 99 (H): 0.28

***

Here is 10 unconnected molecules or ions with the total composition C26H72O14 from OMol25. Energies are from ωB97M-V/def2-TZVPD.

```
112
C26H72O14, DFT ωB97M-V/def2-TZVPD
C -0.17691 -1.57908 -3.34029
C -0.20470 -1.46160 -4.86299
C 0.61807 -0.24280 -5.36836
O 0.20278 -2.71934 -5.33211
H -0.73546 -2.47063 -3.05522
H -0.61563 -0.74522 -2.79228
H 0.80453 -1.69992 -2.88173
H -1.22974 -1.24071 -5.16064
H 0.08625 0.70132 -5.25039
H 0.74266 -0.30770 -6.44927
H 1.57508 -0.13567 -4.85772
H 1.08485 -2.78652 -4.95921
C 0.30702 -1.19877 1.22412
C 0.43515 -0.36261 -0.02814
C -0.62586 0.67083 -0.19373
O 1.69900 0.16285 -0.01924
H -0.62776 -1.73872 1.37489
H 0.28836 -0.61158 2.14225
H 1.16052 -1.87507 1.27166
H 0.30717 -1.14616 -0.77497
H -0.76413 0.96043 -1.23541
H -0.53471 1.61465 0.34386
H -1.53318 0.09252 -0.01927
H 1.94278 0.37636 0.88441
C -1.39372 3.35540 -5.31391
C -1.54724 2.67763 -3.95789
C -2.03300 3.65015 -2.97855
O -2.48282 1.62395 -4.11399
H -1.18254 2.67535 -6.13915
H -0.57571 4.07579 -5.31655
H -2.35618 3.80927 -5.55009
H -0.62670 2.24348 -3.56773
H -3.01454 4.06927 -3.19995
H -1.32839 4.48058 -3.02326
H -2.09058 3.26353 -1.96104
H -2.78926 1.42006 -3.22736
C -0.58655 5.25850 0.56300
C -1.96392 5.29741 1.23646
C -1.83782 5.14082 2.73987
O -2.54262 6.60890 1.16126
H -0.47548 5.92744 -0.29039
H -0.11050 4.38444 0.11859
H 0.15853 5.66184 1.24877
H -2.54673 4.55230 0.69494
H -1.21393 4.27054 2.94348
H -2.79237 4.77450 3.11770
H -1.42293 5.95017 3.34063
H -2.83124 6.76332 0.25879
C 1.58762 3.15857 3.44330
C 2.65882 2.08679 3.58234
C 2.95056 1.50332 4.92645
O 2.27289 1.13232 2.66550
H 1.93683 4.12529 3.80607
H 0.68074 3.00678 4.02864
H 1.33267 3.26546 2.38893
H 3.57588 2.32866 3.04512
H 3.98803 1.18413 5.02582
H 2.19459 0.86200 5.37957
H 2.81936 2.37419 5.56868
H 2.88507 0.40085 2.77405
C -0.17184 -4.95757 0.12703
C 1.06205 -5.80016 -0.27774
C 1.97462 -4.98659 -1.21856
O 1.67835 -5.99221 0.98451
H -1.05664 -5.28761 -0.41732
H -0.16085 -3.88021 -0.03817
H -0.54233 -4.82422 1.14342
H 0.76710 -6.81939 -0.52728
H 2.76463 -5.69516 -1.46738
H 2.42783 -4.10872 -0.75808
H 1.43355 -4.59420 -2.07959
H 0.95514 -6.45167 1.41748
C 3.45019 -2.63319 4.91482
C 3.53327 -2.49807 3.36988
O 3.58001 -1.19116 2.92260
O 2.59194 -1.64004 5.47605
H 4.45975 -2.44330 5.27930
H 3.24650 -3.68495 5.11583
H 2.71912 -3.04068 2.88943
H 4.33222 -3.08826 2.92105
H 4.02971 -1.23027 2.07534
H 2.52410 -1.04394 4.72662
C -4.79077 -0.93738 -2.63845
C -3.98783 -2.23642 -2.85811
O -3.83549 -2.81907 -1.51447
O -4.11780 0.13277 -2.21505
H -5.70448 -1.11116 -2.07010
H -5.30402 -0.65757 -3.55844
H -3.05658 -2.09898 -3.40765
H -4.61150 -2.88486 -3.47347
H -4.66297 -3.28612 -1.37760
H -4.10694 0.08501 -1.25630
C 5.03123 -2.10053 -0.14307
C 4.55276 -1.75362 -1.59196
O 3.19114 -1.54819 -1.57088
O 4.97732 -0.93425 0.67724
H 6.02858 -2.53983 -0.16324
H 4.40019 -2.86183 0.31553
H 4.77128 -2.57001 -2.28033
H 5.06364 -0.92517 -2.08265
H 2.94478 -1.00072 -0.82176
H 5.64342 -0.31475 0.37044
C -3.86100 1.17724 2.10459
C -3.69850 0.79099 3.63352
O -4.85938 1.11126 4.36172
O -4.66757 0.29910 1.43777
H -2.91575 1.24277 1.56579
H -4.36521 2.13176 1.95372
H -2.85205 1.41050 3.92989
H -3.34027 -0.23773 3.67247
H -5.48494 0.38402 4.39931
H -5.48261 0.32459 1.94440
```

Output
2S+1 ... 2
HOMO energy (alpha / beta) ... -11.5 / -11.5 eV
Net charge ... +1
F_max ... 3.99 eV/A

Atom charges from the Mulliken analysis, given in e for atoms 1 to 99: atom 1 (C): -0.85, atom 2 (C): 0.32, atom 3 (C): -1.04, atom 4 (O): -0.58, atom 5 (H): 0.36, atom 6 (H): 0.12, atom 7 (H): 0.40, atom 8 (H): 0.33, atom 9 (H): -0.01, atom 10 (H): 0.42, atom 11 (H): 0.24, atom 12 (H): 0.40, atom 13 (C): -1.69, atom 14 (C): 2.41, atom 15 (C): -0.88, atom 16 (O): -0.65, atom 17 (H): 0.50, atom 18 (H): 0.36, atom 19 (H): 0.25, atom 20 (H): -1.11, atom 21 (H): -0.30, atom 22 (H): 0.38, atom 23 (H): 0.20, atom 24 (H): 0.36, atom 25 (C): -1.53, atom 26 (C): 1.12, atom 27 (C): -1.57, atom 28 (O): -0.17, atom 29 (H): 0.39, atom 30 (H): 0.41, atom 31 (H): 0.42, atom 32 (H): 0.25, atom 33 (H): 0.41, atom 34 (H): 0.44, atom 35 (H): 0.33, atom 36 (H): 0.39, atom 37 (C): -1.21, atom 38 (C): 0.88, atom 39 (C): -1.16, atom 40 (O): -0.55, atom 41 (H): 0.37, atom 42 (H): 0.20, atom 43 (H): 0.31, atom 44 (H): 0.06, atom 45 (H): 0.07, atom 46 (H): 0.38, atom 47 (H): 0.38, atom 48 (H): 0.33, atom 49 (C): -1.42, atom 50 (C): 0.77, atom 51 (C): -1.62, atom 52 (O): -0.28, atom 53 (H): 0.50, atom 54 (H): 0.36, atom 55 (H): 0.26, atom 56 (H): 0.27, atom 57 (H): 0.32, atom 58 (H): 0.35, atom 59 (H): 0.49, atom 60 (H): 0.20, atom 61 (C): -0.86, atom 62 (C): 0.49, atom 63 (C): -1.06, atom 64 (O): -0.54, atom 65 (H): 0.32, atom 66 (H): -0.20, atom 67 (H): 0.43, atom 68 (H): 0.34, atom 69 (H): 0.45, atom 70 (H): 0.02, atom 71 (H): 0.26, atom 72 (H): 0.33, atom 73 (C): -0.56, atom 74 (C): -0.43, atom 75 (O): -0.57, atom 76 (O): -0.55, atom 77 (H): 0.27, atom 78 (H): 0.37, atom 79 (H): 0.24, atom 80 (H): 0.53, atom 81 (H): 0.05, atom 82 (H): 0.26, atom 83 (C): -0.57, atom 84 (C): -0.01, atom 85 (O): -0.46, atom 86 (O): -0.36, atom 87 (H): 0.40, atom 88 (H): 0.40, atom 89 (H): -0.18, atom 90 (H): 0.38, atom 91 (H): 0.31, atom 92 (H): 0.15, atom 93 (C): -0.33, atom 94 (C): -0.53, atom 95 (O): -0.29, atom 96 (O): -0.55, atom 97 (H): 0.40, atom 98 (H): 0.07, atom 99 (H): 0.36

***

Which value of 2S+1 does entry 1 give? 1

***

What is the 2S+1 in the first record? 1

***

What is the 2S+1 in the second record? 2

***

Which value of net charge does entry 2 give? +1